This record from the Open Molecules 2025 dataset describes a molecular structure, C19H21AgBF4N5O3S3. The level of theory is the ωB97M-V functional and the def2-TZVPD basis.

Last column: Löwdin charge in e.
Cartesian coordinates (Å):
Ag (-0.198, 0.237, 0.196)  0.557
O (1.169, 1.199, 1.903)  -0.230
N (2.413, 0.886, 2.081)  -0.244
C (2.990, 1.276, 3.241)  -0.051
C (4.304, 1.031, 3.547)  -0.110
C (5.082, 0.334, 2.622)  -0.125
C (4.495, -0.076, 1.449)  -0.139
C (3.144, 0.185, 1.135)  -0.736
S (2.459, -0.324, -0.334)  0.507
H (2.317, 1.804, 3.899)  0.124
H (4.703, 1.375, 4.491)  0.085
H (6.124, 0.121, 2.826)  0.087
H (5.054, -0.621, 0.702)  0.082
O (-3.365, -5.667, 0.861)  -0.337
S (-2.821, -5.096, 2.072)  0.603
O (-3.636, -5.249, 3.256)  -0.334
N (-2.342, -3.556, 1.876)  -0.100
C (-1.047, -3.414, 2.087)  -0.854
S (-0.163, -1.983, 2.034)  0.635
C (-0.328, -4.702, 2.353)  -0.257
C (1.030, -4.906, 2.545)  -0.041
C (1.478, -6.199, 2.777)  -0.088
C (0.590, -7.271, 2.820)  -0.100
C (-0.770, -7.067, 2.621)  -0.057
C (-1.197, -5.778, 2.384)  -0.225
H (1.704, -4.059, 2.508)  0.092
H (2.537, -6.373, 2.927)  0.094
H (0.963, -8.272, 3.005)  0.091
H (-1.476, -7.888, 2.646)  0.111
C (-1.269, -4.782, -2.377)  -0.162
C (-0.233, -4.206, -1.431)  -0.184
N (-0.562, -2.828, -1.177)  0.068
C (-1.068, -1.964, -2.102)  -0.369
N (-1.077, -0.703, -1.838)  0.033
C (-1.627, 0.242, -2.800)  -0.218
C (-2.643, -0.404, -3.730)  -0.166
C (-2.001, -1.644, -4.325)  -0.185
N (-1.605, -2.531, -3.253)  -0.058
C (-1.322, -3.902, -3.614)  -0.184
H (-2.241, -4.766, -1.880)  0.119
H (-1.027, -5.810, -2.651)  0.110
H (0.774, -4.311, -1.865)  0.117
H (-0.242, -4.743, -0.481)  0.108
H (-0.135, -2.372, -0.379)  0.016
H (-0.803, 0.661, -3.392)  0.120
H (-2.076, 1.067, -2.256)  0.079
H (-2.948, 0.293, -4.513)  0.109
H (-3.526, -0.692, -3.156)  0.120
H (-1.138, -1.347, -4.942)  0.122
H (-2.694, -2.189, -4.974)  0.109
H (-0.373, -3.984, -4.171)  0.120
H (-2.115, -4.244, -4.287)  0.112
F (-3.018, 3.153, -2.026)  0.062
B (-2.202, 3.544, -0.934)  -1.228
F (-1.545, 2.393, -0.416)  0.035
F (-1.243, 4.472, -1.379)  0.078
F (-3.003, 4.121, 0.065)  0.080

Summary:
Total charge = -2
HOMO level = -2.2 eV
E = -81696.5949 eV


This record from the Open Molecules 2025 dataset describes a gas-phase ion, C6H12N4 (charge +2) in a non-equilibrium geometry. The level of theory is the ωB97M-V functional and the def2-TZVPD basis.

Last column: Löwdin charge in e.
Cartesian coordinates (Å):
C (0.071, 1.598, -2.257)  0.047
N (0.004, 0.913, -1.033)  -0.085
C (0.357, 1.490, 0.087)  0.209
N (0.357, 0.961, 1.605)  0.154
C (0.951, -0.348, 1.774)  -0.072
C (1.043, -1.311, 0.631)  -0.052
N (-0.268, -1.344, -0.014)  -0.079
C (-0.447, -0.461, -1.127)  -0.101
C (-1.212, -1.134, 1.005)  -0.041
N (-0.563, -0.109, 1.947)  0.094
H (-0.835, 1.372, -2.847)  0.157
H (0.929, 1.257, -2.751)  0.124
H (0.049, 2.592, -2.004)  0.099
H (0.777, 2.404, -0.064)  0.133
H (1.533, -0.548, 2.677)  0.185
H (1.789, -1.064, -0.121)  0.157
H (1.161, -2.355, 0.915)  0.163
H (0.292, -0.722, -1.999)  0.202
H (-1.408, -0.572, -1.622)  0.169
H (-2.193, -0.748, 0.663)  0.172
H (-1.488, -1.924, 1.620)  0.140
H (-0.899, 0.054, 2.916)  0.226

Summary:
Total charge = +2
HOMO level = -19.1 eV
ΔE to the lowest compared entry with this formula, charge and spin = 91.4 kcal per mole
E = -12355.2024 eV


This record from the Open Molecules 2025 dataset describes a molecular structure, C4H12O4Sn in a non-equilibrium geometry. The level of theory is the ωB97M-V functional and the def2-TZVPD basis.

Last column: Löwdin charge in e.
Cartesian coordinates (Å):
Sn (-1.095, -0.411, -1.218)  1.901
C (-1.923, 1.923, 0.866)  -0.108
C (-0.577, 1.173, 1.345)  -0.151
O (0.370, 1.265, 0.277)  -0.204
O (-2.531, 1.167, -0.228)  -0.255
H (-1.761, 2.893, 0.396)  0.144
H (-2.537, 1.923, 1.766)  0.144
H (-0.705, 0.096, 1.461)  0.106
H (-0.156, 1.633, 2.239)  0.155
H (0.286, 2.105, -0.182)  0.134
H (-3.294, 1.680, -0.502)  0.130
C (1.417, -0.803, -0.054)  -0.261
C (1.524, -2.191, -0.740)  -0.156
O (0.171, -2.542, -1.068)  -0.210
O (1.569, 0.186, -1.048)  -0.134
H (2.175, -0.570, 0.694)  0.166
H (0.509, -0.618, 0.520)  0.042
H (1.914, -2.932, -0.042)  0.143
H (2.212, -2.412, -1.556)  0.149
H (0.164, -3.478, -1.279)  0.132
H (2.270, -0.086, -1.645)  0.133

Summary:
Total charge = +2
HOMO level = -18.8 eV
ΔE to the lowest compared entry with this formula, charge and spin = 36.3 kcal per mole
E = -18343.9094 eV


This record from the Open Molecules 2025 dataset describes a molecular structure, C22H56O15P2 in a non-equilibrium geometry. The level of theory is the ωB97M-V functional and the def2-TZVPD basis.

Last column: Löwdin charge in e.
Cartesian coordinates (Å):
C (2.007, 0.683, -4.443)  -0.105
O (1.702, -0.643, -4.837)  -0.184
P (2.011, -1.831, -3.776)  0.554
O (2.580, -1.347, -2.523)  -0.246
O (0.598, -2.664, -3.555)  -0.159
C (0.080, -2.849, -2.281)  -0.152
O (2.960, -2.976, -4.497)  -0.228
C (4.361, -2.721, -4.566)  -0.099
H (2.775, 1.166, -5.047)  0.100
H (2.214, 0.784, -3.377)  0.031
H (1.065, 1.193, -4.645)  0.102
H (-0.716, -3.586, -2.172)  0.117
H (-0.415, -1.926, -1.981)  -0.013
H (0.866, -3.111, -1.573)  0.062
H (4.517, -1.664, -4.350)  0.079
H (4.746, -3.051, -5.530)  0.095
H (4.781, -3.228, -3.697)  0.091
C (1.625, -4.921, 2.756)  -0.096
O (0.698, -3.882, 2.669)  -0.220
P (0.877, -2.408, 2.069)  0.579
O (2.033, -1.606, 2.616)  -0.243
O (-0.640, -1.795, 2.085)  -0.112
C (-1.826, -2.435, 1.656)  -0.225
O (1.011, -2.815, 0.505)  -0.314
C (2.267, -3.041, -0.086)  -0.132
H (1.238, -5.846, 2.330)  0.094
H (1.690, -5.088, 3.831)  0.095
H (2.573, -4.629, 2.302)  0.089
H (-2.500, -1.660, 1.291)  -0.147
H (-2.249, -2.991, 2.493)  0.131
H (-1.675, -3.126, 0.826)  0.128
H (3.161, -2.721, 0.451)  0.124
H (2.181, -2.515, -1.036)  0.047
H (2.263, -4.077, -0.423)  0.116
C (-0.978, 6.913, 1.990)  -0.112
O (-1.612, 6.162, 3.030)  -0.185
C (-1.366, 4.684, 3.050)  -0.159
C (-1.667, 3.795, 1.876)  -0.161
O (-0.744, 4.009, 0.778)  -0.161
C (-0.923, 3.096, -0.279)  -0.132
H (-1.257, 6.564, 0.996)  0.076
H (0.111, 6.937, 2.023)  0.081
H (-1.329, 7.934, 2.144)  0.082
H (-1.995, 4.343, 3.872)  0.154
H (-0.319, 4.652, 3.350)  0.110
H (-2.699, 4.000, 1.590)  0.141
H (-1.627, 2.769, 2.241)  0.125
H (-1.776, 3.346, -0.911)  0.137
H (-1.059, 2.096, 0.133)  0.101
H (-0.016, 3.089, -0.883)  0.106
C (-2.447, -2.103, -2.513)  -0.104
O (-3.662, -1.434, -2.765)  -0.154
C (-4.732, -1.508, -1.797)  -0.146
C (-4.417, -0.864, -0.379)  -0.095
O (-4.127, -1.978, 0.569)  -0.112
C (-3.425, -1.467, 1.724)  -0.252
H (-2.590, -2.916, -1.801)  0.117
H (-1.655, -1.495, -2.077)  -0.021
H (-2.255, -2.448, -3.529)  0.123
H (-5.233, -2.465, -1.652)  0.119
H (-5.567, -1.035, -2.312)  0.115
H (-5.281, -0.314, -0.007)  0.117
H (-3.627, -0.118, -0.459)  0.124
H (-3.062, -2.143, 2.498)  0.094
H (-4.223, -0.845, 2.132)  0.118
H (-2.594, -0.825, 1.434)  0.141
C (-0.816, -1.107, -0.549)  -0.088
O (-0.614, 0.263, -0.167)  -0.112
C (0.209, 1.241, -0.932)  -0.253
C (1.554, 0.657, -1.430)  -0.138
O (2.580, 0.553, -0.385)  -0.136
C (2.350, -0.300, 0.828)  -0.124
H (-1.740, -1.448, -0.082)  0.083
H (-0.052, -1.839, -0.286)  0.069
H (-1.040, -1.272, -1.603)  -0.024
H (0.176, 2.211, -0.436)  -0.061
H (-0.352, 1.420, -1.849)  0.146
H (1.774, 1.360, -2.233)  0.103
H (1.362, -0.294, -1.926)  0.077
H (1.451, 0.005, 1.363)  0.077
H (3.130, -0.322, 1.590)  0.115
H (2.109, -1.322, 0.536)  0.023
C (1.810, 2.857, 3.260)  -0.080
C (2.272, 2.180, 1.939)  -0.130
C (1.164, 2.376, 0.942)  -0.207
O (0.013, 2.181, 1.830)  -0.237
C (0.204, 2.647, 3.221)  -0.108
H (2.178, 3.877, 3.373)  0.096
H (2.232, 2.403, 4.157)  0.091
H (2.363, 1.095, 1.879)  0.049
H (3.066, 2.835, 1.583)  0.123
H (1.259, 1.690, 0.100)  0.047
H (1.114, 3.384, 0.529)  0.145
H (-0.182, 1.938, 3.953)  0.132
H (-0.281, 3.623, 3.242)  -0.025

Summary:
Total charge = 0
HOMO level = -7.8 eV
E = -72979.5189 eV


This record from the Open Molecules 2025 dataset describes 2 unconnected molecules or ions with the total composition C6H10F9N3O2P in a non-equilibrium geometry. The level of theory is the ωB97M-V functional and the def2-TZVPD basis.

Last column: Löwdin charge in e.
Cartesian coordinates (Å):
N (3.409, 2.832, 0.983)  0.186
C (2.062, 3.317, 0.801)  -0.289
N (1.886, 4.592, 0.174)  0.116
F (2.940, 5.405, 0.516)  0.014
N (1.088, 2.511, 1.211)  -0.015
P (-0.620, 2.932, 1.013)  0.778
O (-1.148, 2.628, -0.392)  -0.395
H (4.040, 3.286, 0.306)  0.131
H (3.351, 1.854, 0.644)  0.130
H (1.060, 5.101, 0.515)  0.133
H (1.349, 1.615, 1.652)  0.140
H (-0.769, 4.338, 1.265)  0.041
H (-1.336, 2.241, 2.041)  0.051
C (-2.428, -2.526, -0.644)  -0.021
C (-1.687, -3.288, -1.770)  -0.437
C (-0.644, -4.328, -1.344)  -0.302
F (0.348, -3.817, -0.593)  0.092
F (-0.053, -4.864, -2.438)  0.103
F (-1.154, -2.383, -2.623)  0.129
F (-2.641, -3.953, -2.478)  0.116
O (-1.942, -1.222, -0.258)  0.040
C (-0.875, -1.126, 0.643)  -0.513
C (0.403, -0.563, 0.002)  -0.291
F (0.776, -1.246, -1.086)  0.127
F (1.447, -0.617, 0.882)  0.070
F (-0.693, -2.308, 1.248)  0.155
F (-1.278, -0.274, 1.623)  0.108
H (-3.423, -2.316, -1.042)  0.152
H (-2.606, -3.158, 0.228)  0.146
H (-1.113, -5.143, -0.785)  0.176
H (0.253, 0.478, -0.294)  0.132

Summary:
Total charge = +1
HOMO level = -14.1 eV
E = -48686.3258 eV


This record from the Open Molecules 2025 dataset describes a molecular structure, C34H52BMnN9O4S4 in a non-equilibrium geometry. The level of theory is the ωB97M-V functional and the def2-TZVPD basis.

Last column: Mulliken spin population.
Cartesian coordinates (Å):
Mn (-0.256, -0.066, 0.066)  3.955
C (4.418, 1.722, 0.675)  0.005
C (4.529, 1.213, 2.106)  -0.001
C (4.132, 2.338, 3.066)  0.001
C (5.972, 0.767, 2.347)  0.000
N (3.637, 0.041, 2.404)  0.003
C (3.679, -0.523, 3.669)  0.003
C (2.850, -1.578, 3.669)  0.002
N (2.289, -1.677, 2.413)  0.010
B (1.252, -2.811, 2.182)  0.032
N (-0.068, -2.495, 2.936)  -0.002
C (-0.734, -3.473, 3.635)  -0.004
C (-1.801, -2.902, 4.227)  -0.007
N (-1.794, -1.561, 3.894)  -0.003
C (-0.730, -1.338, 3.097)  0.005
S (-0.280, 0.168, 2.368)  -0.149
C (-2.914, -0.665, 4.351)  0.007
C (-2.620, 0.817, 4.144)  0.001
C (-4.152, -1.061, 3.550)  0.000
C (-3.123, -0.913, 5.848)  -0.001
N (1.048, -3.189, 0.684)  -0.040
C (2.030, -3.925, 0.063)  0.007
C (1.596, -4.238, -1.170)  0.000
N (0.335, -3.690, -1.318)  0.016
C (0.015, -3.059, -0.168)  -0.007
S (-1.425, -2.150, 0.174)  -0.058
C (-0.464, -3.994, -2.550)  -0.003
C (-1.734, -3.160, -2.665)  0.009
C (0.432, -3.702, -3.764)  0.000
C (-0.840, -5.474, -2.494)  0.000
C (2.767, -0.672, 1.649)  -0.007
S (2.291, -0.382, 0.017)  0.041
H (5.117, 2.552, 0.579)  0.001
H (3.420, 2.082, 0.444)  -0.004
H (4.687, 0.960, -0.053)  0.001
H (4.676, 3.243, 2.801)  0.000
H (4.370, 2.100, 4.102)  0.000
H (3.064, 2.544, 2.993)  -0.001
H (6.637, 1.615, 2.191)  0.000
H (6.250, -0.022, 1.647)  0.000
H (6.131, 0.400, 3.360)  0.000
H (4.286, -0.127, 4.458)  0.000
H (2.616, -2.278, 4.450)  0.001
H (1.701, -3.798, 2.703)  0.000
H (-0.390, -4.490, 3.653)  0.000
H (-2.557, -3.341, 4.846)  -0.002
H (-2.618, 1.100, 3.095)  -0.001
H (-1.669, 1.111, 4.589)  0.001
H (-3.412, 1.373, 4.644)  -0.001
H (-3.980, -0.910, 2.484)  0.001
H (-4.994, -0.439, 3.855)  0.000
H (-4.422, -2.104, 3.715)  0.000
H (-2.188, -0.794, 6.397)  0.000
H (-3.529, -1.901, 6.059)  0.000
H (-3.836, -0.184, 6.228)  0.000
H (2.958, -4.152, 0.554)  0.000
H (2.075, -4.800, -1.947)  0.000
H (-1.523, -2.091, -2.663)  0.000
H (-2.442, -3.372, -1.867)  0.000
H (-2.203, -3.424, -3.612)  0.000
H (0.981, -2.770, -3.626)  -0.001
H (-0.189, -3.605, -4.653)  0.000
H (1.147, -4.501, -3.956)  0.000
H (-1.474, -5.676, -1.630)  0.000
H (0.042, -6.111, -2.432)  0.000
H (-1.392, -5.743, -3.394)  0.000
C (-0.536, -0.136, -5.276)  0.001
N (0.530, -0.234, -4.274)  0.012
C (1.908, 0.025, -4.708)  0.002
C (0.252, -0.178, -3.009)  0.049
N (0.032, -0.261, -1.873)  -0.126
H (-0.332, -0.858, -6.066)  0.000
H (-0.567, 0.868, -5.693)  0.000
H (-1.494, -0.369, -4.816)  0.000
H (2.111, -0.599, -5.575)  0.000
H (2.594, -0.240, -3.905)  -0.001
H (2.028, 1.077, -4.964)  0.000
C (-5.628, 3.305, -1.792)  0.000
C (-4.201, 3.519, -2.214)  0.000
C (-3.703, 4.802, -2.420)  0.000
C (-2.381, 5.010, -2.772)  0.000
C (-1.547, 3.914, -2.925)  -0.002
C (-2.024, 2.624, -2.739)  0.003
C (-3.346, 2.433, -2.382)  -0.003
S (0.148, 4.164, -3.334)  0.000
O (0.241, 5.376, -4.086)  0.000
O (0.655, 2.914, -3.845)  0.000
N (0.969, 4.420, -1.954)  0.000
C (1.449, 3.337, -1.120)  -0.005
C (0.821, 3.297, 0.266)  -0.002
C (-0.657, 2.960, 0.160)  0.020
O (-1.511, 3.812, 0.190)  0.013
O (-0.916, 1.688, -0.049)  0.187
H (-6.240, 4.178, -2.009)  0.000
H (-5.677, 3.118, -0.718)  0.000
H (-6.062, 2.444, -2.300)  0.000
H (-4.363, 5.651, -2.300)  0.000
H (-1.997, 6.008, -2.930)  0.000
H (-1.345, 1.793, -2.876)  0.007
H (-3.724, 1.431, -2.224)  -0.001
H (0.777, 5.312, -1.523)  0.000
H (2.536, 3.412, -1.027)  0.001
H (1.241, 2.405, -1.645)  0.011
H (0.938, 4.250, 0.782)  0.001
H (1.337, 2.514, 0.827)  0.018

Summary:
Total charge = +1
Spin multiplicity = 5
HOMO level (spin up / spin down) = -10.5 / -10.7 eV
E = -133041.5170 eV


This record from the Open Molecules 2025 dataset describes C6H8O3 in the gas phase. The level of theory is the ωB97M-V functional and the def2-TZVPD basis.

Last column: Löwdin charge in e.
Cartesian coordinates (Å):
O (2.190, -1.013, 0.511)  0.128
C (1.073, -0.717, 0.177)  -0.328
C (-0.126, -1.600, -0.077)  -0.021
C (-1.216, -0.549, -0.352)  -0.295
C (-0.458, 0.507, -1.157)  -0.016
C (0.579, 0.706, -0.038)  -0.442
O (1.568, 1.662, -0.186)  0.054
C (-0.384, 0.917, 1.168)  -0.088
O (-1.513, 0.114, 0.870)  -0.080
H (0.050, -2.244, -0.938)  0.137
H (-0.346, -2.228, 0.786)  0.138
H (-2.145, -0.938, -0.763)  0.155
H (-0.025, 0.140, -2.083)  0.136
H (-1.045, 1.403, -1.340)  0.136
H (2.408, 1.256, 0.077)  0.107
H (0.063, 0.613, 2.120)  0.141
H (-0.673, 1.971, 1.228)  0.139

Summary:
Total charge = 0
HOMO level = -9.9 eV
ΔE to the lowest compared entry with this formula, charge and spin = 11.9 kcal per mole
E = -12493.5992 eV